[1]
# C18H43F6NO6S2Si2V

A molecular structure, C18H43F6NO6S2Si2V in a non-equilibrium geometry (wB97M-V/def2-TZVPD, the Open Molecules 2025 dataset).

Its total charge is +1. The calculation puts the total energy at -112549.5293 eV. The multiplicity is 3. The frontier orbital gap (spin up / spin down) comes out at 6.36 / 7.44 eV. The energy above the lowest of the compared OMol25 structures with the same formula, charge and spin comes out at 4.8 kcal/mol.

```
79
Properties=species:S:1:pos:R:3:lowdin_spin:R:1
O -0.5210 -1.6851 -1.0078 0.02
O -2.8413 -0.4572 -5.5950 0.00
C 0.4220 -2.4663 -1.9198 0.00
C 0.9066 -3.7331 -1.2563 0.00
H 1.2362 -1.7682 -2.1313 0.00
H -0.1405 -2.6612 -2.8364 0.00
H 1.3694 -3.5252 -0.2855 0.00
H 1.6662 -4.2032 -1.8843 0.00
H 0.1003 -4.4607 -1.1221 0.00
C -1.6604 -2.5940 -0.5319 0.01
C -2.5165 -3.0166 -1.6863 0.00
H -2.2282 -1.9796 0.1662 0.00
H -1.1856 -3.4118 0.0190 0.00
H -2.9349 -2.1375 -2.1891 0.00
H -3.3531 -3.6177 -1.3198 0.00
H -1.9578 -3.6257 -2.4025 0.00
C -3.9014 0.4933 -5.7980 0.00
C -2.7534 -1.5155 -6.5619 0.00
C -5.0896 0.2614 -4.8788 0.00
H -4.2443 0.4817 -6.8477 0.00
H -3.4479 1.4722 -5.5861 0.00
H -5.5634 -0.7080 -5.0723 0.00
H -5.8278 1.0450 -5.0706 0.00
H -4.8027 0.3079 -3.8222 0.00
C -4.0095 -2.3577 -6.7225 0.00
H -1.9169 -2.1328 -6.2106 0.00
H -2.4801 -1.0904 -7.5428 0.00
H -4.3391 -2.7943 -5.7735 0.00
H -3.7817 -3.1780 -7.4085 0.00
H -4.8392 -1.7883 -7.1575 0.00
H -0.7697 0.9895 -4.7352 0.00
V 0.0728 -0.1043 -0.0099 2.20
C -0.3181 1.9981 -4.7728 0.00
Si 0.7168 2.3095 -6.3228 0.00
H -1.1575 2.7060 -4.7476 0.00
H 0.2858 2.1831 -3.8725 0.00
C 1.5328 0.6999 -6.8606 0.00
C 2.0617 3.5972 -6.0242 0.00
C -0.3938 2.9293 -7.7181 0.00
C 2.1616 -0.0417 -0.4377 -0.22
Si 3.4832 1.0304 0.3382 -0.02
H 2.1155 -0.0011 -1.5449 -0.02
H 2.2822 -1.1114 -0.1485 -0.01
C 4.1360 2.3362 -0.8444 0.00
C 4.8763 -0.1351 0.8340 -0.01
C 2.9621 1.9539 1.8729 0.00
H 0.1973 3.2266 -8.5961 0.00
H -0.9796 3.8035 -7.4015 0.00
H -1.0995 2.1515 -8.0419 0.00
H 2.3101 0.4009 -6.1438 0.00
H 2.0065 0.8053 -7.8469 0.00
H 0.7966 -0.1131 -6.9239 0.00
H 2.6076 3.4034 -5.0909 0.00
H 1.6364 4.6084 -5.9623 0.00
H 2.7956 3.5984 -6.8430 0.00
H 5.0709 -0.8576 0.0318 0.00
H 4.6123 -0.6913 1.7426 0.00
H 5.8030 0.4154 1.0323 0.00
H 2.5957 1.2551 2.6316 0.00
H 2.1696 2.6783 1.6486 0.00
H 3.8183 2.5012 2.2931 0.00
H 5.0097 2.8348 -0.4030 0.00
H 3.3767 3.1054 -1.0394 0.00
H 4.4443 1.9011 -1.8029 0.00
F -4.7390 -0.7878 2.6841 0.00
C -3.4970 -0.3587 2.9823 0.00
F -3.5705 0.6000 3.9219 0.00
F -2.7784 -1.3917 3.4697 0.00
S -2.6452 0.2922 1.4285 0.00
O -1.3573 -0.4484 1.4826 0.02
O -3.4694 0.1076 0.2621 0.00
N -2.4343 1.8293 1.7628 0.00
S -1.0190 2.5255 1.6798 0.00
O -0.1617 1.8862 0.6407 0.01
O -1.1434 3.9460 1.5992 0.00
C -0.1701 2.1283 3.3166 0.00
F -1.0455 2.1133 4.3308 0.00
F 0.4262 0.8995 3.2441 0.00
F 0.7858 3.0616 3.5636 0.00
```

[2]
# C18H43N3O3PdSSi

A molecular structure, C18H43N3O3PdSSi (wB97M-V/def2-TZVPD, the Open Molecules 2025 dataset).

Its total charge is +2. The calculation puts the total energy at -52161.5619 eV. The frontier orbital gap comes out at 7.49 eV.

```
70
Properties=species:S:1:pos:R:3:lowdin_charge:R:1
Pd 1.2073 -0.7344 0.0260 0.71
N 1.3707 -1.7321 -4.6370 0.04
C 2.0406 -3.0339 -4.4114 -0.35
C 1.0021 -4.0796 -3.9988 -0.09
C 0.3850 -3.7914 -2.6321 -0.25
N -0.4963 -2.5656 -2.7554 0.18
C 1.4514 -3.6146 -1.5562 -0.10
C 2.6059 -2.6731 -1.9069 -0.31
N 2.2958 -1.2227 -1.6399 -0.05
C 3.1173 -2.8989 -3.3364 -0.09
H 0.8029 -1.7813 -5.4802 0.11
H 2.0619 -1.0158 -4.8397 0.11
H -0.0137 -1.8935 -3.3963 0.10
H 2.5311 -3.3857 -5.3226 0.15
H 1.4900 -5.0545 -3.9440 0.14
H 0.2229 -4.1759 -4.7597 0.13
H -0.2813 -4.6022 -2.3411 0.16
H -0.6761 -2.0686 -1.8747 0.03
H -1.4031 -2.8113 -3.1532 0.17
H 1.8880 -4.6069 -1.4215 0.14
H 0.9979 -3.3501 -0.5971 0.10
H 3.4342 -2.9067 -1.2369 0.15
H 1.8926 -0.7855 -2.4675 0.06
H 3.1816 -0.7386 -1.4937 0.12
H 3.6956 -3.8257 -3.3319 0.14
H 3.8290 -2.1133 -3.6052 0.13
C -1.0908 -1.0206 3.5448 0.00
C 0.2248 -0.5602 2.9503 -0.58
C 0.7775 0.6593 3.6577 -0.01
C 1.2409 -1.6855 2.8705 -0.03
O -0.0433 -0.2081 1.5233 -0.35
Si -0.9747 0.9909 0.7895 -0.09
S -0.4694 0.1916 -1.1674 0.48
O -2.5080 0.8555 1.1708 -0.12
C -3.6141 1.8089 1.3713 -0.60
C -3.7199 2.6669 0.1227 -0.01
C -4.8434 0.9432 1.5641 -0.02
C -3.3167 2.6368 2.6087 -0.01
O -0.4209 2.4631 0.9991 -0.13
C 0.6743 3.4033 0.8182 -0.61
C 0.8515 4.1262 2.1418 -0.01
C 1.9415 2.6634 0.4188 -0.04
C 0.2348 4.3571 -0.2797 -0.01
H -0.9143 -1.3902 4.5553 0.11
H -1.5273 -1.8244 2.9520 0.10
H -1.8070 -0.2020 3.6007 0.08
H 0.9518 0.4174 4.7062 0.11
H 0.0698 1.4882 3.6191 0.09
H 1.7247 0.9834 3.2235 0.09
H 1.5612 -1.9719 3.8715 0.11
H 2.1516 -1.3627 2.3405 0.08
H 0.8196 -2.5669 2.3837 0.09
H -3.8749 2.0425 -0.7585 0.10
H -2.8199 3.2691 -0.0158 0.08
H -4.5672 3.3471 0.2072 0.10
H -5.0121 0.3142 0.6903 0.09
H -5.7204 1.5738 1.7089 0.10
H -4.7316 0.3057 2.4411 0.09
H -2.3996 3.2122 2.4867 0.08
H -3.2261 1.9972 3.4882 0.09
H -4.1349 3.3346 2.7869 0.10
H 1.1980 3.4470 2.9210 0.08
H -0.0911 4.5716 2.4588 0.10
H 1.5864 4.9237 2.0343 0.10
H 2.1803 1.8775 1.1420 0.06
H 2.7813 3.3586 0.4057 0.10
H 1.8447 2.2319 -0.5794 0.06
H -0.6711 4.8857 0.0164 0.10
H 0.0376 3.8115 -1.2039 0.09
H 1.0130 5.0954 -0.4733 0.10
```

[3]
# C18H43O2PSSi4

3 unconnected molecules or ions with the total composition C18H43O2PSSi4 in a non-equilibrium geometry (wB97M-V/def2-TZVPD, the Open Molecules 2025 dataset).

Its total charge is 0. The calculation puts the total energy at -75094.1573 eV. The frontier orbital gap comes out at 7.98 eV.

```
69
Properties=species:S:1:pos:R:3:lowdin_charge:R:1
S -0.1995 -0.8250 3.8083 0.22
P -0.5616 -0.0397 1.7999 0.51
C 0.3079 1.7024 1.8685 -0.44
C 1.6890 2.0662 1.0347 -0.08
C 2.3525 3.5621 1.2141 -0.06
C 1.5885 4.6179 2.2343 -0.08
C 0.2093 4.2888 3.0654 -0.07
C -0.4482 2.7986 2.8798 -0.09
H 0.9393 -0.1460 4.3279 -0.15
H 0.1028 -0.8693 0.8081 -0.11
H 2.1428 1.2066 0.3424 0.09
H 3.3492 3.7934 0.6373 0.08
H 2.0681 5.6913 2.3700 0.08
H -0.3416 5.0505 3.7982 0.09
H -1.4384 2.4890 3.4622 0.09
O 4.9955 -2.5598 -0.2364 -0.29
Si 4.3953 -2.6721 1.3254 0.38
C 5.8019 -2.6674 2.5740 -0.17
C 3.4117 -4.2611 1.5393 -0.16
C 3.2612 -1.2255 1.7174 -0.18
Si 6.0017 -3.4011 -1.2813 0.38
C 6.1324 -2.5284 -2.9402 -0.17
C 5.3364 -5.1342 -1.5844 -0.17
C 7.7321 -3.5438 -0.5575 -0.17
H 6.4299 -3.5544 2.4518 0.02
H 5.4101 -2.6643 3.5955 0.03
H 6.4288 -1.7806 2.4419 0.03
H 2.6197 -4.3253 0.7878 0.03
H 2.9502 -4.2978 2.5317 0.03
H 4.0601 -5.1351 1.4320 0.02
H 2.4105 -1.2040 1.0306 0.00
H 3.7997 -0.2775 1.6310 0.03
H 2.8750 -1.3085 2.7381 0.02
H 5.1503 -2.4469 -3.4142 0.03
H 6.7918 -3.0840 -3.6122 0.03
H 6.5415 -1.5215 -2.8172 0.03
H 5.3471 -5.7197 -0.6608 0.02
H 5.9472 -5.6569 -2.3273 0.03
H 4.3075 -5.0905 -1.9530 0.03
H 7.7201 -4.1424 0.3577 0.02
H 8.1297 -2.5533 -0.3163 0.03
H 8.4094 -4.0233 -1.2705 0.03
O -5.3608 2.2839 -1.9682 -0.29
Si -4.2391 1.9575 -0.7651 0.38
C -4.1016 0.1039 -0.4774 -0.17
C -4.7494 2.7765 0.8495 -0.16
C -2.5382 2.6035 -1.2360 -0.16
Si -6.9905 2.0553 -2.2907 0.38
C -7.4548 2.7775 -3.9621 -0.17
C -8.0460 2.8940 -0.9790 -0.17
C -7.4075 0.2211 -2.3099 -0.17
H -5.0444 -0.2990 -0.0968 0.02
H -3.3169 -0.1154 0.2528 -0.01
H -3.8585 -0.4120 -1.4110 0.03
H -4.8973 3.8504 0.7042 0.03
H -3.9785 2.6342 1.6141 0.02
H -5.6835 2.3476 1.2228 0.02
H -2.5640 3.6862 -1.3874 0.03
H -2.1880 2.1333 -2.1594 0.03
H -1.8142 2.3857 -0.4447 0.01
H -7.2556 3.8525 -3.9891 0.03
H -8.5180 2.6212 -4.1627 0.03
H -6.8831 2.2998 -4.7629 0.03
H -7.8908 2.4285 -0.0016 0.02
H -9.1083 2.8144 -1.2304 0.03
H -7.7887 3.9542 -0.9005 0.03
H -7.2562 -0.2200 -1.3206 0.02
H -6.7711 -0.3093 -3.0247 0.03
H -8.4519 0.0667 -2.5968 0.03
```